<a>
Computed, not measured: C23H33N3O4S in the gas phase, with ωB97M-V/def2-TZVPD.

The HOMO energy comes out at -8.62 eV. Its spin multiplicity is 1. The SMILES is CCCN(CCC)C(=O)c1cn(CC)c2ccc(S(=O)(=O)N3CCCCC3)cc2c1=O.

Each line ends with the Mulliken charge.
Cartesian coordinates (Å):
S: -4.398 -0.515 1.659  1.30
O: 0.848 0.140 2.251  -0.74
O: 4.131 -1.764 1.707  -0.69
O: -5.499 -1.414 1.476  -0.73
O: -4.234 0.143 2.918  -0.73
N: -4.524 0.663 0.491  0.12
N: 3.674 0.265 0.824  0.29
N: 0.618 -3.220 -0.067  0.16
C: 6.147 2.317 -0.474  -1.14
C: -4.342 2.507 -1.682  -0.63
C: 1.341 3.155 -0.051  -1.36
C: -4.067 2.929 -0.240  -0.91
C: 5.952 0.877 -0.010  -0.57
C: -5.327 1.341 -1.693  -0.87
C: 1.947 -1.460 0.886  -0.72
C: -4.781 0.193 -0.848  -0.44
C: -0.487 -1.458 1.134  0.05
C: -0.551 -2.626 0.347  1.11
C: 4.994 0.748 1.187  -0.99
C: 0.629 -4.451 -0.836  -1.04
C: 1.802 -2.618 0.199  0.66
C: -2.963 -2.523 0.446  -1.18
C: 2.832 1.133 0.031  -1.22
C: 3.345 -0.994 1.179  -0.16
C: -3.558 1.733 0.561  -0.65
C: -2.887 -1.378 1.228  -0.43
C: 2.331 2.363 0.793  -0.10
C: -1.667 -0.854 1.574  -0.49
C: -1.814 -3.147 0.017  -0.89
C: 0.794 -0.823 1.502  1.29
C: 0.435 -4.188 -2.327  -1.03
H: 1.797 3.476 -0.986  0.35
H: 0.469 2.548 -0.284  0.19
H: 0.453 -5.127 -2.873  0.39
H: -3.440 1.985 1.615  0.43
H: -6.279 1.666 -1.270  0.34
H: 6.568 2.917 0.330  0.31
H: 6.832 2.352 -1.318  0.38
H: 2.681 -3.123 -0.177  0.46
H: -3.406 2.199 -2.156  0.32
H: -5.500 0.993 -2.713  0.36
H: -2.584 1.407 0.158  0.41
H: 1.594 -4.937 -0.673  0.43
H: 1.972 0.556 -0.318  0.39
H: -0.145 -5.121 -0.456  0.45
H: 6.925 0.472 0.273  0.40
H: -0.514 -3.692 -2.516  0.33
H: -3.327 3.729 -0.208  0.36
H: -1.596 0.020 2.202  0.72
H: 3.172 3.004 1.059  0.34
H: 5.208 2.771 -0.780  0.26
H: -4.990 3.290 0.215  0.35
H: -4.746 3.347 -2.249  0.33
H: -3.938 -2.912 0.199  0.55
H: 4.894 1.710 1.695  0.47
H: 1.007 4.037 0.488  0.41
H: -3.857 -0.199 -1.309  0.28
H: -1.905 -4.037 -0.584  0.27
H: 1.847 2.026 1.709  0.34
H: 5.387 0.020 1.899  0.48
H: 1.234 -3.553 -2.704  0.32
H: -5.507 -0.616 -0.764  0.44
H: 5.577 0.266 -0.833  0.34
H: 3.397 1.451 -0.853  0.53

---

<b>
Computed, not measured: C23H33N3O4S in the gas phase, with ωB97M-V/def2-TZVPD.

The HOMO energy comes out at -8.08 eV. Its spin multiplicity is 1. The SMILES is CCOC(=O)c1c(C)[nH]c(C)c1S(=O)(=O)NCC1CCN(Cc2ccc(C)cc2)CC1.

Each line ends with the Mulliken charge.
Cartesian coordinates (Å):
S: -0.634 -0.259 -3.237  1.45
O: 0.396 2.426 -2.642  -0.15
O: 2.541 3.035 -2.867  -0.70
O: -1.137 -1.603 -3.373  -0.77
O: -0.844 0.629 -4.343  -0.77
N: 0.972 -2.067 2.058  0.28
N: 3.125 -1.150 -2.500  0.24
N: -1.302 0.446 -1.880  0.09
C: -1.224 -2.196 0.840  -0.82
C: 1.995 0.739 -2.672  0.88
C: -3.710 1.805 4.630  -1.47
C: 3.250 0.201 -2.452  -0.41
C: -0.016 3.774 -2.864  -0.38
C: -0.371 -0.779 3.779  1.32
C: -1.849 -0.443 -0.877  -1.94
C: -0.709 -1.193 -0.190  1.77
C: 0.789 -1.690 3.449  -2.02
C: 1.700 2.171 -2.741  0.12
C: -1.619 -1.302 4.098  -0.53
C: -0.222 0.602 3.761  -0.47
C: -0.033 -2.928 1.474  -0.98
C: 1.098 -0.357 -2.865  1.20
C: -1.293 1.435 4.028  -0.63
C: 1.398 -1.030 1.143  -1.11
C: 0.254 -0.233 0.504  0.34
C: -1.462 3.763 -3.327  -1.11
C: 1.833 -1.511 -2.763  -0.57
C: -2.544 0.913 4.329  0.82
C: 1.456 -2.942 -2.891  -1.56
C: 4.551 0.858 -2.178  -1.50
C: -2.689 -0.469 4.365  -0.54
H: -1.794 -1.670 1.609  0.09
H: -1.754 -2.374 4.141  0.36
H: 0.404 -3.012 -3.149  0.26
H: 2.047 -3.421 -3.672  0.48
H: -4.575 1.519 4.035  0.35
H: -3.986 1.720 5.680  0.32
H: 5.299 0.540 -2.903  0.36
H: 4.427 1.934 -2.249  0.32
H: -2.534 -1.171 -1.333  0.35
H: 0.107 4.339 -1.931  0.26
H: -3.652 -0.895 4.610  0.40
H: 3.885 -1.801 -2.379  0.21
H: -0.379 -3.625 2.240  0.44
H: 1.721 -1.211 3.767  0.48
H: -1.901 1.205 -2.156  0.33
H: 0.682 -2.622 4.013  0.50
H: 0.658 0.478 -0.217  -0.16
H: -0.170 -1.739 -0.969  -0.66
H: -1.575 3.011 -4.105  0.27
H: -2.399 0.157 -0.147  0.52
H: 1.962 -1.523 0.340  0.35
H: 2.081 -0.361 1.671  0.37
H: -2.128 3.522 -2.502  0.24
H: 0.745 1.032 3.538  0.33
H: -1.881 -2.925 0.363  0.56
H: -1.732 4.739 -3.721  0.42
H: -3.469 2.845 4.421  0.34
H: 0.639 4.217 -3.621  0.39
H: 4.910 0.601 -1.181  0.32
H: -0.286 0.324 1.271  0.18
H: 1.637 -3.473 -1.956  0.24
H: 0.465 -3.513 0.689  0.32
H: -1.153 2.507 4.006  0.34

---

<a> comes first in stability; the runner-up is 0.0102 hartree higher.

---

<a>
Computed, not measured: C23H23N3O4S in the gas phase, with ωB97M-V/def2-TZVPD.

The HOMO energy comes out at -8.69 eV. Its spin multiplicity is 1. The SMILES is COc1ccc(C(=O)NCc2cccnc2)cc1S(=O)(=O)N1CCCc2ccccc21.

Each line ends with the Mulliken charge.
Cartesian coordinates (Å):
S: 3.283 1.528 -0.244  1.17
O: 3.961 2.777 -0.113  -0.65
O: -1.710 -0.894 -3.181  -0.67
O: 1.618 3.993 -0.742  -0.33
O: 3.982 0.455 -0.882  -0.70
N: -0.519 -1.885 -1.538  0.22
N: 2.828 1.044 1.311  0.02
N: -3.870 -2.771 0.941  -0.59
C: -4.970 -2.931 0.224  -0.36
C: -2.569 -3.113 -1.038  0.59
C: 0.960 -0.253 2.199  1.30
C: 1.004 2.887 -1.198  0.58
C: 1.685 1.674 -1.056  -0.04
C: 2.151 -0.171 1.468  -0.17
C: -0.182 0.450 -1.946  -0.13
C: 1.108 0.479 -1.428  -0.29
C: -0.881 -0.821 -2.296  0.09
C: 0.916 2.245 2.291  -0.13
C: 1.016 5.252 -0.949  -1.05
C: -2.707 -2.860 0.323  -0.12
C: -3.732 -3.268 -1.781  -0.54
C: 0.852 -2.627 1.748  -0.84
C: 2.040 -2.544 1.037  -0.63
C: -0.266 2.859 -1.784  -0.37
C: -1.205 -3.154 -1.681  -1.25
C: 2.434 2.128 2.187  -0.94
C: -4.957 -3.181 -1.139  -0.42
C: 0.366 0.951 2.878  -1.31
C: 0.330 -1.485 2.328  -0.58
C: -0.844 1.657 -2.143  -1.16
C: 2.689 -1.331 0.909  -0.32
H: 0.609 0.903 3.944  0.36
H: 2.471 -3.429 0.594  0.41
H: -0.722 0.921 2.791  0.49
H: 0.861 5.452 -2.013  0.38
H: 0.350 -3.576 1.865  0.42
H: 3.616 -1.262 0.366  0.56
H: -5.899 -2.851 0.773  0.37
H: 0.494 2.409 1.298  -0.09
H: 1.705 -0.413 -1.333  1.26
H: -3.676 -3.444 -2.845  0.38
H: -1.831 1.637 -2.581  0.46
H: 2.882 3.033 1.778  0.49
H: -0.811 3.775 -1.946  0.45
H: 1.720 5.975 -0.544  0.26
H: 2.860 1.938 3.178  0.42
H: -0.586 -3.930 -1.224  0.42
H: 0.653 3.095 2.921  0.39
H: -0.587 -1.540 2.897  0.49
H: 0.062 5.332 -0.417  0.38
H: -5.880 -3.297 -1.686  0.39
H: -1.314 -3.354 -2.750  0.43
H: 0.047 -1.746 -0.716  -0.03
H: -1.835 -2.718 0.949  0.52

---

<b>
Computed, not measured: C23H23N3O4S in the gas phase, with ωB97M-V/def2-TZVPD.

The HOMO energy comes out at -7.96 eV. Its spin multiplicity is 1. The SMILES is COc1ccc(N(CC(=O)N/N=C(\C)c2ccccc2)S(=O)(=O)c2ccccc2)cc1.

Each line ends with the Mulliken charge.
Cartesian coordinates (Å):
S: 1.950 0.319 0.756  1.57
O: -3.298 -3.252 -0.529  -0.48
O: 2.365 1.691 0.842  -0.75
O: 1.130 -0.178 1.820  -0.70
O: 3.083 2.687 -1.879  -0.67
N: -0.174 2.442 -0.701  0.09
N: 1.142 0.092 -0.685  0.37
N: 1.013 3.015 -1.051  -0.46
C: 3.427 -0.673 0.582  0.10
C: -0.159 3.529 1.515  -1.61
C: -4.285 0.467 1.149  -0.39
C: 5.693 -2.191 0.238  -0.41
C: -2.245 -2.394 -0.648  0.80
C: -4.234 1.368 0.099  -0.79
C: 4.440 -0.198 -0.231  -0.53
C: -0.715 2.656 0.429  0.58
C: -2.024 1.018 1.737  -0.30
C: -1.158 -0.371 -1.359  -0.38
C: 4.679 -2.646 1.067  -0.84
C: -3.077 2.087 -0.141  -0.30
C: 5.578 -0.968 -0.405  -0.75
C: -1.056 -2.790 -0.036  -1.02
C: 1.994 2.245 -1.587  0.18
C: -2.276 -1.184 -1.330  -0.60
C: -1.969 1.924 0.682  0.64
C: 1.598 0.794 -1.864  -0.56
C: -3.176 0.286 1.960  -0.85
C: 3.536 -1.882 1.241  -0.11
C: 0.062 -1.986 -0.084  -0.14
C: -4.535 -2.868 -1.078  -0.72
C: 0.017 -0.752 -0.724  0.16
H: 4.779 -3.590 1.579  0.41
H: -3.208 -0.429 2.768  0.43
H: 2.476 0.288 -2.291  0.33
H: -1.216 0.585 -1.852  0.32
H: 1.333 3.856 -0.574  0.35
H: -4.480 -2.774 -2.167  0.33
H: -0.777 3.472 2.405  0.41
H: -5.097 1.509 -0.536  0.41
H: 0.975 -2.306 0.390  0.20
H: 2.738 -2.196 1.895  0.50
H: -5.188 -0.097 1.337  0.50
H: 6.376 -0.611 -1.037  0.43
H: -0.115 4.568 1.183  0.39
H: -1.033 -3.740 0.475  0.47
H: -1.147 0.856 2.346  0.40
H: -4.886 -1.925 -0.649  0.21
H: 0.854 3.199 1.751  0.40
H: 6.582 -2.788 0.102  0.39
H: 4.338 0.770 -0.696  0.44
H: -3.027 2.784 -0.964  0.42
H: -3.171 -0.846 -1.827  0.38
H: 0.797 0.795 -2.606  0.52
H: -5.231 -3.666 -0.821  0.26

---

<a> comes first in stability; the runner-up is 0.0573 hartree higher.

---

<a>
Computed, not measured: C2H3Br2NO in the gas phase, with ωB97M-V/def2-TZVPD.

The HOMO energy comes out at -9.67 eV. Its spin multiplicity is 1. The SMILES is CC(=O)N(Br)Br.

Each line ends with the Mulliken charge.
Cartesian coordinates (Å):
Br: -2.862 0.765 0.063  0.06
Br: -1.329 -2.091 -0.256  0.00
O: -0.187 1.850 0.118  -0.57
N: -1.238 -0.075 0.013  -0.28
C: 1.189 -0.136 0.011  -1.20
C: -0.084 0.651 0.044  1.01
H: 1.322 -0.595 -0.968  0.33
H: 2.013 0.551 0.208  0.28
H: 1.176 -0.921 0.765  0.35

---

<b>
Computed, not measured: a molecular structure, C2H3Br2NO, with ωB97M-V/def2-TZVPD.

The HOMO energy comes out at -9.50 eV. Its spin multiplicity is 1.

Each line ends with the Mulliken charge.
Cartesian coordinates (Å):
Br: -0.489 0.427 -2.092  0.00
Br: -1.981 1.626 0.482  -0.13
O: 2.049 -1.406 0.173  -0.33
N: 1.047 -1.067 -0.444  0.14
C: -0.307 0.751 -0.310  -0.18
C: -0.013 -0.483 0.434  -0.67
H: 0.098 -0.339 1.468  0.42
H: -0.891 -1.061 0.415  0.37
H: 0.488 1.554 -0.125  0.38

---

<a> comes first in stability; the runner-up is 0.0532 hartree higher.

---

<a>
Computed, not measured: a molecular structure, C4H2HgLiO2, with ωB97M-V/def2-TZVPD.

The HOMO energy (alpha / beta) comes out at -11.14 / -11.14 eV. Its spin multiplicity is 1. The charge is +1.

Each line ends with the Mulliken charge.
Cartesian coordinates (Å):
Hg: -0.416 -1.606 -0.656  0.84
O: 0.615 0.174 2.556  -0.60
O: 0.090 -0.603 -2.124  -0.61
C: -0.231 1.486 -1.115  -0.49
C: 0.120 0.708 -2.102  0.37
C: -0.855 0.107 0.561  -1.31
C: -0.077 0.201 1.600  0.98
Li: 1.950 0.840 3.710  0.97
H: -1.943 0.135 0.709  0.46
H: -0.145 2.518 -0.805  0.37

---

<b>
Computed, not measured: a molecular structure, C4H2HgLiO2, with ωB97M-V/def2-TZVPD.

The HOMO energy comes out at -11.18 eV. Its spin multiplicity is 1. The charge is +1.

Each line ends with the Mulliken charge.
Cartesian coordinates (Å):
Hg: 1.048 1.221 -0.488  0.97
O: 2.237 -0.116 -0.693  -0.81
O: -2.865 1.292 -0.190  -0.59
C: -1.770 1.195 0.265  0.68
C: -0.579 1.243 0.743  -0.79
C: 2.438 -1.327 -0.381  0.16
C: 2.181 -2.434 0.093  -0.37
Li: -4.208 0.789 -1.368  0.97
H: 1.935 -3.466 0.255  0.37
H: -0.416 1.605 1.763  0.42

---

<b> comes first in stability; the runner-up is 0.0629 hartree higher.

---

<a>
Computed, not measured: 2 unconnected molecules or ions with the total composition C6H10Cl2, with ωB97M-V/def2-TZVPD.

The HOMO energy comes out at -8.48 eV. Its spin multiplicity is 1.

Each line ends with the Mulliken charge.
Cartesian coordinates (Å):
Cl: -2.058 1.222 -0.253  -0.17
Cl: 2.030 -0.017 0.771  -0.21
C: -1.913 -1.386 0.496  -1.26
C: 0.854 -0.278 -0.327  0.08
C: -0.991 0.312 2.114  -1.34
C: -1.281 -0.035 0.614  0.78
C: 1.025 -0.236 -1.645  0.02
C: 2.391 -0.314 -2.212  -1.23
H: -2.376 -1.554 -0.492  0.34
H: -1.039 -2.072 0.470  0.30
H: -1.684 -0.282 2.828  0.26
H: -1.025 1.320 2.232  0.47
H: 0.222 -0.492 -2.453  0.22
H: 2.926 -1.038 -1.690  0.40
H: -2.626 -1.600 1.273  0.40
H: 2.173 -0.539 -3.234  0.35
H: 2.799 0.743 -2.062  0.25
H: -0.024 0.063 2.459  0.33

---

<b>
Computed, not measured: 2 unconnected molecules or ions with the total composition C6H10Cl2, with ωB97M-V/def2-TZVPD.

The HOMO energy comes out at -8.84 eV. Its spin multiplicity is 1. The SMILES is C=C(C)/C=C(/C)Cl.Cl.

Each line ends with the Mulliken charge.
Cartesian coordinates (Å):
Cl: 0.565 0.971 -2.515  -0.22
Cl: -1.227 4.246 2.185  -0.25
C: -0.063 -0.646 -0.443  -0.63
C: -0.134 -0.438 -1.789  0.75
C: 0.737 -0.921 1.930  -1.34
C: -0.751 -1.390 -2.753  -1.16
C: 0.465 0.032 0.814  1.14
C: 0.652 1.341 0.927  -1.42
H: -1.343 -2.134 -2.229  0.33
H: -0.510 -1.600 -0.169  0.16
H: 1.547 -1.595 1.654  0.29
H: 1.020 -0.386 2.832  0.39
H: -0.147 -1.520 2.142  0.34
H: 1.020 1.763 1.850  0.40
H: -0.926 3.002 2.222  0.25
H: -1.389 -0.860 -3.457  0.34
H: 0.024 -1.896 -3.328  0.30
H: 0.460 2.032 0.127  0.35

---

<b> comes first in stability; the runner-up is 0.1178 hartree higher.